Density functional theory data (ωB97M-V with the def2-TZVPD basis set) for C41H37AlF6N4O2PSb as an isolated structure.

Geometry as XYZ:
```
93
C41H37AlF6N4O2PSb, DFT ωB97M-V with the def2-TZVPD basis set
Al -0.6731 0.2134 -0.7013
C 1.7891 1.0203 -2.9228
C 0.6567 1.9591 -2.7410
C 0.3850 2.9231 -3.6998
C -0.5156 3.9332 -3.4317
C -1.0196 4.0257 -2.1417
C -0.7606 3.0136 -1.2399
N -0.0267 1.9245 -1.5656
Sb -1.6187 3.4152 0.7191
C -3.0913 2.0123 -0.0211
C -4.3837 2.4889 -0.1251
C -5.3936 1.6427 -0.5518
C -5.0681 0.3169 -0.7472
C -3.7637 -0.1306 -0.5728
C -3.5532 -1.6139 -0.5609
N -2.7475 0.7279 -0.3074
C -1.1650 2.0998 2.4106
C -0.2140 2.4309 3.3647
C -0.4540 2.0553 4.6825
C -1.6186 1.3793 4.9903
C -2.4961 1.0268 3.9609
C -3.7438 0.2424 4.2347
N -2.2665 1.4067 2.7030
H 1.9137 0.7276 -3.9602
H 2.7030 1.5332 -2.6105
H 1.6521 0.1493 -2.2944
H 0.9048 2.8802 -4.6468
H -0.7787 4.6590 -4.1896
H -1.6156 4.8776 -1.8390
H -4.5955 3.5180 0.1317
H -6.4090 1.9928 -0.6801
H -5.8326 -0.4001 -1.0115
H -4.3593 -2.1212 -1.0849
H -2.6093 -1.9021 -1.0063
H -3.5799 -1.9570 0.4763
H 0.6688 3.0024 3.1065
H 0.2454 2.3337 5.4604
H -1.8669 1.1340 6.0153
H -4.4176 0.8196 4.8703
H -4.2616 0.0141 3.3060
H -3.5186 -0.6829 4.7688
O -1.2219 -1.2975 0.8219
N -0.0363 -1.4142 1.5379
C -0.0264 -1.3823 2.8050
C 1.3122 -1.1588 3.2960
C 1.7223 -1.4403 4.5959
C 3.0483 -1.2585 4.9403
C 3.9470 -0.7764 3.9973
C 3.5317 -0.4565 2.7091
C 2.2088 -0.6383 2.3386
P 1.6124 -0.4212 0.5872
C 2.8453 0.8569 0.0822
C 4.1334 0.6343 -0.3991
C 4.9668 1.7102 -0.6751
C 4.5307 3.0099 -0.4586
C 3.2601 3.2407 0.0520
C 2.4269 2.1654 0.3156
C 2.1615 -2.0191 -0.1321
C 2.6433 -2.0966 -1.4366
C 2.8978 -3.3269 -2.0255
C 2.6880 -4.4968 -1.3164
C 2.2843 -4.4282 0.0093
C 2.0238 -3.2028 0.5978
H -1.3469 -2.1628 0.3860
H -0.9001 -1.4603 3.4400
H 1.0065 -1.8310 5.3094
H 3.3899 -1.5053 5.9361
H 4.9846 -0.6364 4.2693
H 4.2529 -0.0629 2.0084
H 4.4919 -0.3767 -0.5525
H 5.9633 1.5318 -1.0577
H 5.1852 3.8425 -0.6794
H 2.9265 4.2519 0.2490
H 1.4363 2.3314 0.7285
H 2.8532 -1.2040 -2.0052
H 3.2410 -3.3642 -3.0508
H 2.8533 -5.4567 -1.7867
H 2.1605 -5.3320 0.5913
H 1.7389 -3.1730 1.6398
C -2.6890 -1.1913 -3.5760
C -1.2916 -1.5908 -3.0884
O -0.8540 -0.7805 -2.0631
C -0.3711 -1.4624 -4.3301
F 0.9105 -1.7590 -4.0773
F -0.7915 -2.2528 -5.3197
F -0.4058 -0.1898 -4.7782
C -1.2799 -3.0976 -2.6121
F -0.4222 -3.8691 -3.2700
F -2.4920 -3.6571 -2.7111
F -0.9371 -3.1730 -1.2930
H -2.6596 -0.1401 -3.8562
H -3.4324 -1.3397 -2.8009
H -2.9817 -1.7835 -4.4397
```

Output
- Gap between HOMO and LUMO: 0.3008 Ha
- Net charge: +2
- LUMO energy: -5.546 eV